Computed, not measured: a 10-piece molecular cluster, C4H18BO17 overall in a non-equilibrium geometry, with the ωB97M-V functional and the def2-TZVPD basis.

```
40
Properties=species:S:1:pos:R:3:forces:R:3
O 1.402 -1.579 2.199 -0.2 -0.4 -0.4
C 0.942 -0.777 1.435 0.3 0.9 0.7
O 1.436 -0.398 0.276 0.1 -0.4 -0.1
B 0.714 0.784 -0.206 0.2 0.1 -0.4
O -0.386 0.991 0.729 0.1 0.3 0.1
C -0.262 0.153 1.743 -0.2 -0.6 -0.1
O -0.981 0.069 2.695 0.1 0.2 -0.1
O 0.201 0.612 -1.587 -0.2 -0.6 0.0
C 0.817 1.415 -2.415 0.2 0.4 0.0
O 0.730 1.412 -3.613 -0.1 0.1 -0.1
C 1.699 2.366 -1.558 0.0 -0.1 -0.2
O 1.660 1.921 -0.326 -0.3 0.1 0.4
O 2.305 3.313 -1.969 -0.1 -0.1 0.0
O -2.709 -0.402 5.100 -0.1 -0.2 -0.1
H -2.219 -0.816 5.814 0.0 0.1 0.0
H -2.409 -0.864 4.304 0.0 -0.1 0.0
O 1.448 -1.193 -4.771 -0.1 0.0 -0.1
H 1.019 -0.327 -4.758 0.0 0.0 0.1
H 2.357 -1.007 -4.517 0.0 0.0 0.0
O 4.443 4.941 -2.675 0.0 -0.1 0.0
H 4.969 5.107 -1.889 0.0 0.0 0.0
H 3.741 4.335 -2.379 0.2 0.2 -0.1
O -3.226 1.894 3.372 -0.3 -0.1 -0.1
H -2.653 1.712 2.622 0.1 0.0 0.0
H -3.165 1.084 3.902 0.1 0.3 0.2
O 1.821 -3.777 4.099 0.0 -0.2 -0.1
H 1.634 -3.272 3.296 0.1 0.2 0.2
H 0.960 -4.087 4.392 0.0 0.0 0.0
O -2.279 2.813 -4.437 0.0 0.0 0.0
H -1.595 2.537 -3.817 0.0 0.0 0.0
H -1.874 2.685 -5.299 0.0 0.0 0.0
O -0.809 -3.190 0.605 -0.1 0.1 0.0
H -0.805 -2.968 -0.341 0.2 0.1 0.0
H 0.113 -3.086 0.862 0.0 -0.1 0.1
O -2.991 -2.030 2.313 -0.1 -0.1 0.1
H -2.823 -1.112 2.077 0.0 0.0 -0.1
H -2.330 -2.532 1.813 0.1 0.1 0.0
O -0.130 -2.463 -2.089 -0.2 -0.1 0.1
H 0.139 -1.584 -2.385 0.0 0.0 0.0
H -0.905 -2.679 -2.617 0.1 0.0 -0.2
```
Positions in Å, forces in eV/Å.

Calculated values
Net charge: -1
HOMO in eV: -8.26
Energy above the lowest of the compared OMol25 structures with the same formula, charge and spin in kcal/mol: 0.0